[1]
{
  "formula": "C5H16NO",
  "method": "wB97M-V/def2-TZVPD",
  "symbols": ["C", "C", "C", "C", "C", "N", "H", "H", "H", "H", "H", "H", "H", "H", "H", "H", "H", "H", "H", "H", "H", "H", "O"],
  "positions_angstrom": [[0.94429, 1.81075, 0.94528], [0.66107, 0.33016, 0.95212], [0.69105, -0.35657, -0.42013], [2.10786, -0.33322, -0.99300], [-0.37781, 0.17328, -1.38923], [-0.74963, 0.06667, 1.51133], [1.84581, 1.95901, 0.34929], [0.13537, 2.34487, 0.44888], [1.01534, 2.25948, 1.94144], [1.31351, -0.20524, 1.64082], [0.46816, -1.40406, -0.17571], [2.25554, -1.14927, -1.70279], [2.30378, 0.59802, -1.51335], [2.86598, -0.46016, -0.21736], [-1.26311, -0.45656, -1.47292], [-0.67959, 1.19388, -1.17017], [0.03238, 0.21149, -2.39836], [-1.38907, 0.22769, 0.72099], [-0.81820, -0.93889, 1.69351], [-0.99057, 0.58517, 2.35362], [-2.80150, -2.56924, -0.26273], [-4.09343, -1.97171, -0.79475], [-3.47723, -1.91555, -0.04678]],
  "forces_ev_per_a": [[-0.37, 0.15, -0.11], [-0.24, -0.01, 0.31], [0.01, -0.47, 0.44], [0.06, -0.12, 0.02], [0.30, -0.11, -0.43], [0.40, -0.67, -0.89], [0.04, 0.25, 0.35], [-0.01, 0.07, -0.19], [0.34, -0.25, -0.14], [0.18, 0.08, -0.06], [-0.01, -0.06, -0.25], [-0.14, 0.12, -0.01], [0.07, 0.18, -0.07], [-0.04, 0.03, 0.03], [-0.08, 0.00, 0.25], [-0.10, 0.16, 0.06], [0.03, -0.01, 0.01], [-0.33, 0.31, 0.52], [-0.16, 0.17, 0.24], [-0.11, 0.14, -0.12], [-0.18, -0.10, 0.03], [0.11, 0.09, 0.34], [0.24, 0.05, -0.35]],
  "homo_energy_ev": -15.15,
  "total_charge": 1,
  "gap_ha": 0.436
}


[2]
{
  "formula": "C30H34IN2NdOS2",
  "method": "wB97M-V/def2-TZVPD",
  "symbols": ["Nd", "C", "N", "C", "C", "N", "C", "C", "C", "C", "C", "C", "C", "S", "C", "C", "C", "C", "C", "C", "S", "H", "H", "H", "H", "H", "H", "H", "H", "H", "H", "H", "H", "H", "H", "H", "H", "H", "H", "I", "C", "C", "C", "C", "C", "C", "C", "C", "C", "C", "H", "H", "H", "H", "H", "H", "C", "C", "O", "C", "C", "H", "H", "H", "H", "H", "H", "H", "H", "H", "H"],
  "positions_angstrom": [[0.13352, 0.24780, 0.15676], [-3.35660, -0.51271, 1.04012], [-2.01188, -1.08115, 1.25420], [-1.96942, -2.46779, 0.76591], [-1.84454, -2.50008, -0.74386], [-0.50473, -2.07741, -1.20799], [-0.59671, -1.70501, -2.62900], [0.46344, -3.15500, -0.99723], [0.46758, -4.23465, -1.87786], [1.35373, -5.28361, -1.72600], [2.25016, -5.25673, -0.66449], [2.24031, -4.19868, 0.21921], [1.34934, -3.12315, 0.08462], [1.40288, -1.86271, 1.31103], [-1.64945, -0.93119, 2.64817], [-1.71991, -1.98951, 3.53679], [-1.35805, -1.82720, 4.87141], [-0.93992, -0.58138, 5.32170], [-0.88488, 0.48547, 4.45004], [-1.23242, 0.34371, 3.09303], [-1.16876, 1.75369, 2.04369], [-4.11322, -1.14034, 1.52567], [-3.57868, -0.44732, -0.02334], [-3.39396, 0.49171, 1.45449], [-2.87453, -3.01461, 1.06281], [-1.10654, -2.96786, 1.20590], [-2.58010, -1.83305, -1.19801], [-2.05715, -3.51160, -1.11212], [-1.15969, -2.43495, -3.22107], [0.40331, -1.61382, -3.04814], [-1.11096, -0.74559, -2.71766], [-0.23427, -4.25893, -2.70092], [1.34487, -6.10806, -2.42521], [2.95736, -6.06377, -0.52690], [2.93232, -4.17425, 1.04956], [-2.04152, -2.96481, 3.20042], [-1.40441, -2.67090, 5.54565], [-0.65743, -0.44433, 6.35709], [-0.56217, 1.46009, 4.79009], [1.56824, 1.23125, -2.79866], [3.08539, 2.35189, -1.85400], [3.96448, 2.99999, -2.66942], [5.02207, 3.72825, -2.08482], [5.15592, 3.75022, -0.72877], [4.24465, 3.06623, 0.11218], [4.42039, 3.07226, 1.51673], [3.54923, 2.39813, 2.31809], [2.45099, 1.71778, 1.74572], [2.19545, 1.67249, 0.39173], [3.14370, 2.34725, -0.43813], [3.86566, 2.95392, -3.74464], [5.72358, 4.25074, -2.72098], [5.97348, 4.29107, -0.26783], [5.26008, 3.61439, 1.93408], [3.68848, 2.39045, 3.39192], [1.77493, 1.22311, 2.44712], [-2.39520, 3.79083, -0.57088], [-1.21756, 3.05126, -1.16637], [-1.55403, 1.70973, -1.56345], [-2.31437, 1.64954, -2.77311], [-3.57951, 0.84072, -2.59821], [-2.09216, 4.80441, -0.31101], [-2.74351, 3.28978, 0.33176], [-3.22096, 3.86375, -1.27850], [-0.41244, 2.96082, -0.42961], [-0.79475, 3.57677, -2.02946], [-1.67517, 1.22562, -3.55634], [-2.56576, 2.66347, -3.08773], [-3.36086, -0.19970, -2.35893], [-4.15317, 0.85403, -3.52514], [-4.19419, 1.25922, -1.80189]],
  "forces_ev_per_a": [[-0.08, 0.06, -0.30], [0.01, 0.01, 0.03], [-0.12, -0.10, 0.03], [0.03, 0.03, -0.01], [-0.03, -0.01, 0.06], [0.12, 0.10, 0.00], [0.01, 0.00, -0.03], [-0.02, -0.01, -0.01], [0.02, -0.01, 0.01], [0.01, 0.00, 0.01], [-0.02, -0.02, -0.04], [-0.01, 0.03, 0.02], [-0.02, 0.02, 0.02], [0.07, -0.03, -0.07], [0.09, 0.48, 0.03], [0.10, -0.12, 0.46], [-0.05, 0.10, -0.27], [-0.06, -0.27, 0.08], [-0.06, 0.01, -0.59], [-0.06, -0.37, 0.47], [-0.01, 0.25, -0.13], [-0.01, 0.01, 0.00], [-0.02, 0.00, -0.02], [0.01, -0.01, -0.02], [0.01, -0.01, -0.01], [-0.01, 0.01, -0.01], [0.01, 0.00, 0.02], [0.00, 0.03, 0.00], [0.01, 0.01, 0.00], [-0.01, -0.01, 0.00], [0.00, -0.01, 0.00], [-0.02, 0.00, -0.03], [0.00, -0.02, -0.02], [0.02, -0.02, 0.00], [0.02, 0.00, 0.02], [-0.01, -0.02, -0.01], [0.00, -0.02, 0.02], [0.01, 0.00, 0.02], [0.01, 0.02, 0.00], [0.11, -0.04, 0.17], [-0.09, -0.06, -0.15], [0.03, 0.02, 0.06], [-0.02, -0.01, -0.02], [0.00, 0.00, 0.01], [0.00, -0.01, 0.02], [-0.02, -0.01, 0.01], [0.01, 0.00, -0.01], [-0.10, -0.01, -0.01], [-0.01, 0.00, -0.09], [0.05, 0.04, 0.07], [-0.01, 0.00, -0.02], [0.01, 0.01, -0.01], [0.02, 0.01, 0.00], [0.02, 0.01, 0.01], [0.00, 0.00, 0.02], [0.01, 0.02, -0.03], [-0.01, -0.05, 0.00], [0.10, 0.02, 0.00], [-0.11, -0.17, 0.25], [0.11, 0.01, -0.05], [0.02, 0.02, 0.01], [0.02, 0.04, 0.03], [0.02, 0.00, -0.02], [-0.04, 0.01, -0.06], [0.00, 0.05, 0.00], [-0.02, -0.03, 0.02], [-0.02, 0.00, 0.01], [0.01, 0.03, 0.01], [0.01, -0.01, 0.01], [-0.02, -0.01, -0.03], [-0.01, 0.00, 0.02]],
  "homo_energy_ev": [-7.21, -7.22],
  "multiplicity": 4,
  "gap_ha": [0.273, 0.273]
}


We obtain E values of -8975.9998; -81739.3584 eV for the records listed above, in that order.
We obtain energy relative to the best compared isomer or geometry (same formula, charge and spin) values of 49.7; 0.0 kJ/mol for the records listed above, in that order.